A) Density functional theory data (ωB97M-V with the def2-TZVPD basis set) for C6H7ClO in the gas phase.

The geometry in ORCA input format:
```
! RIJCOSX wB97M-V def2-TZVPD def2/J DEFGRID3
* xyz 0 1
O 0.871 -1.640 0.622
C -0.268 -0.987 0.048
C -1.422 -1.372 0.951
C -2.144 -0.298 1.323
C -1.550 0.993 0.883
C -0.319 0.544 0.111
C 0.466 1.308 -0.617
Cl 1.828 0.690 -1.464
H 1.589 -1.177 0.137
H -0.446 -1.412 -0.967
H -1.588 -2.383 1.352
H -3.095 -0.365 1.853
H -1.258 1.605 1.786
H -2.141 1.637 0.274
H 0.311 2.359 -0.715
*
```

Its SMILES is O[C@H]1C=CC/C1=C/Cl. For the highest occupied orbital energy, the calculation gives -9.39 eV. Its HOMO-LUMO gap is 10.20 eV.

---

B) Density functional theory data (ωB97M-V with the def2-TZVPD basis set) for C6H7ClO in the gas phase.

The geometry in ORCA input format:
```
! RIJCOSX wB97M-V def2-TZVPD def2/J DEFGRID3
* xyz 0 1
C 0.246 -2.033 -0.109
C 0.891 -0.722 0.263
C 1.836 0.227 0.242
C 3.382 0.554 -0.119
O 3.860 1.603 -0.362
Cl 4.267 -0.920 0.030
C 0.530 0.663 0.833
C -0.488 1.688 0.269
H 1.180 -2.706 -0.401
H -0.410 -1.867 -1.099
H -0.414 -2.615 0.599
H 0.579 0.692 1.913
H -1.396 1.830 0.972
H -0.812 1.509 -0.826
H 0.047 2.677 0.362
*
```

Its SMILES is CC1=C(C(=O)Cl)[C@H]1C. For the highest occupied orbital energy, the calculation gives -9.45 eV. Its HOMO-LUMO gap is 9.74 eV.

---

C) Density functional theory data (ωB97M-V with the def2-TZVPD basis set) for C6H7ClO in the gas phase.

The geometry in ORCA input format:
```
! RIJCOSX wB97M-V def2-TZVPD def2/J DEFGRID3
* xyz 0 1
C 0.345 -2.285 0.688
C -0.197 -0.943 0.448
C -1.414 -0.508 0.768
C -1.571 0.947 0.493
O -0.645 1.731 1.310
C -0.259 1.386 0.002
C 0.652 0.198 -0.017
Cl 1.271 -0.091 -1.671
H -0.308 -2.862 1.350
H 0.407 -2.829 -0.247
H 1.369 -2.283 1.103
H -2.182 -1.106 1.195
H -2.458 1.535 0.264
H -0.095 2.137 -0.700
H 1.484 0.325 0.668
*
```

Its SMILES is CC1=C[C@H]2O[C@H]2[C@@H]1Cl. For the highest occupied orbital energy, the calculation gives -9.53 eV. Its HOMO-LUMO gap is 10.42 eV.

---

Relative energy of each structure, in kJ/mol: A) 0.0; B) 179.9; C) 8.8.

---

A) Density functional theory data (ωB97M-V with the def2-TZVPD basis set) for a gas-phase ion, C4H5N2 (charge +1).

The geometry in ORCA input format:
```
! RIJCOSX wB97M-V def2-TZVPD def2/J DEFGRID3
* xyz 1 1
C -1.845 -0.061 -0.050
N -0.763 0.784 -0.462
N 0.357 0.517 -0.261
C 1.478 0.084 -0.101
C 2.834 0.086 0.427
C 2.664 -0.266 -0.821
H -1.334 -1.088 -0.032
H -2.125 0.311 0.943
H -2.647 0.122 -0.599
H 3.125 0.258 1.428
H 2.989 -0.547 -1.769
*
```

Its SMILES is CN=[N+]=c1cc1. For the highest occupied orbital energy, the calculation gives -14.44 eV. Its HOMO-LUMO gap is 9.52 eV.

---

B) Density functional theory data (ωB97M-V with the def2-TZVPD basis set) for 2 unconnected molecules or ions with the total composition C4H5N2.

The geometry in ORCA input format:
```
! RIJCOSX wB97M-V def2-TZVPD def2/J DEFGRID3
* xyz 1 1
C 3.354 -0.331 0.046
C -0.738 0.818 -0.462
C -1.617 0.326 0.637
C -1.399 -1.046 0.334
N 2.266 0.025 0.054
N -1.235 -0.506 -0.786
H 4.330 -0.748 -0.060
H -1.174 1.831 -1.011
H 0.279 0.746 -0.440
H -2.636 0.847 0.827
H -1.430 -1.962 0.861
*
```

For the highest occupied orbital energy, the calculation gives -16.45 eV. Its HOMO-LUMO gap is 11.26 eV.

---

C) Density functional theory data (ωB97M-V with the def2-TZVPD basis set) for a gas-phase ion, C4H5N2 (charge +1).

The geometry in ORCA input format:
```
! RIJCOSX wB97M-V def2-TZVPD def2/J DEFGRID3
* xyz 1 1
C 0.916 1.412 -0.074
N 1.285 0.273 -0.102
C 1.148 -1.011 -0.085
C -0.245 -1.417 0.153
N -1.054 -0.492 -0.153
C -1.368 0.739 -0.091
H 1.229 2.223 0.616
H 2.110 -1.588 -0.492
H -0.515 -2.509 0.197
H -1.516 1.264 0.888
H -1.990 1.106 -0.856
*
```

Its SMILES is C#[N+]/C=C\N=C. For the highest occupied orbital energy (spin up / spin down), the calculation gives -13.98 / -13.98 eV. Its HOMO-LUMO gap (spin up / spin down) is 8.48 / 8.48 eV.

---

Relative energy of each structure, in kJ/mol: A) 116.8; B) 83.9; C) 0.0.

---

A) Density functional theory data (ωB97M-V with the def2-TZVPD basis set) for a molecular structure, C4H5N2.

The geometry in ORCA input format:
```
! RIJCOSX wB97M-V def2-TZVPD def2/J DEFGRID3
* xyz 1 1
C -0.188 1.747 0.055
C -0.852 0.871 -0.928
C -0.342 0.889 1.027
C -0.520 -0.500 0.803
N -1.021 -0.334 -0.491
N 1.216 -0.998 0.570
H 0.013 2.840 0.113
H -1.389 1.249 -1.815
H -0.745 -1.381 1.431
H 1.012 -1.319 -0.398
H 1.898 -0.291 0.677
*
```

For the highest occupied orbital energy (spin up / spin down), the calculation gives -15.31 / -15.32 eV. Its HOMO-LUMO gap (spin up / spin down) is 7.11 / 7.10 eV.

---

B) Density functional theory data (ωB97M-V with the def2-TZVPD basis set) for a gas-phase ion, C4H5N2 (charge +1).

The geometry in ORCA input format:
```
! RIJCOSX wB97M-V def2-TZVPD def2/J DEFGRID3
* xyz 1 1
C 1.775 -0.168 -0.397
C 1.413 1.054 -0.149
C -0.631 0.169 0.124
C 1.296 -1.280 0.148
N 0.174 1.205 0.194
N -1.840 0.235 -0.265
H 0.815 -1.937 -0.474
H 1.902 -1.702 0.956
H -0.049 1.963 0.753
H -2.380 -0.549 -0.293
H -2.473 1.011 -0.596
*
```

For the highest occupied orbital energy (spin up / spin down), the calculation gives -14.62 / -14.63 eV. Its HOMO-LUMO gap (spin up / spin down) is 8.38 / 8.38 eV.

---

C) Density functional theory data (ωB97M-V with the def2-TZVPD basis set) for a gas-phase ion, C4H5N2 (charge +1).

The geometry in ORCA input format:
```
! RIJCOSX wB97M-V def2-TZVPD def2/J DEFGRID3
* xyz 1 1
C -2.548 -0.285 0.026
C 1.165 -0.648 -0.075
C 0.913 0.681 -0.752
C -0.454 0.930 -0.118
N -1.451 0.048 -0.038
N 0.670 0.578 0.672
H -3.276 -1.045 0.080
H 0.386 -1.413 -0.245
H 2.189 -0.908 0.162
H 1.384 1.408 -1.315
H 1.023 0.655 1.605
*
```

For the highest occupied orbital energy (spin up / spin down), the calculation gives -13.35 / -13.35 eV. Its HOMO-LUMO gap (spin up / spin down) is 9.07 / 9.06 eV.

---

Relative energy of each structure, in kJ/mol: A) 116.5; B) 72.3; C) 0.0.

---

A) Density functional theory data (ωB97M-V with the def2-TZVPD basis set) for a molecular structure, C39H33BrLaN10O2S.

The geometry in ORCA input format:
```
! RIJCOSX wB97M-V def2-TZVPD def2/J DEFGRID3
* xyz 1 1
La -0.071 -0.159 -0.150
C 1.831 -5.101 -2.470
C 2.070 -3.965 -3.233
C 1.252 -2.855 -3.104
C 0.184 -2.869 -2.202
C -0.066 -4.018 -1.458
C 0.757 -5.125 -1.594
N -0.566 -1.681 -2.016
C -1.378 -1.254 -2.974
C -1.876 -2.083 -4.028
C -2.746 -1.594 -4.948
C -3.168 -0.234 -4.924
C -2.699 0.605 -3.966
C -1.803 0.131 -2.968
N -1.250 0.927 -2.026
N -1.454 2.200 -2.148
C -0.912 3.022 -1.193
C -1.047 4.402 -1.416
C -0.539 5.288 -0.495
C 0.088 4.788 0.644
C 0.184 3.419 0.790
N -0.290 2.539 -0.095
H 2.474 -5.966 -2.570
H 2.892 -3.945 -3.939
H 1.425 -1.961 -3.692
H -0.913 -4.036 -0.784
H 0.559 -6.015 -1.010
H -1.572 -3.122 -4.047
H -3.142 -2.248 -5.715
H -3.866 0.122 -5.669
H -2.990 1.644 -3.917
H -1.553 4.723 -2.315
H -0.629 6.356 -0.649
H 0.495 5.446 1.399
H 0.665 3.003 1.668
C 4.044 -2.659 -0.192
C 2.973 -1.613 -0.269
N 1.811 -1.761 0.299
N 1.645 -2.905 0.995
C 0.489 -3.144 1.584
N 0.452 -4.306 2.264
S -0.956 -2.204 1.582
C 3.247 -0.355 -0.970
C 4.511 -0.104 -1.507
C 4.766 1.101 -2.133
C 3.749 2.040 -2.219
C 2.523 1.723 -1.668
N 2.263 0.566 -1.055
H 3.643 -3.526 0.319
H 4.365 -2.950 -1.193
H 4.912 -2.288 0.358
H 1.278 -4.879 2.290
H -0.380 -4.575 2.753
H 5.283 -0.854 -1.433
H 5.743 1.307 -2.550
H 3.896 2.996 -2.700
H 1.703 2.430 -1.720
C 2.137 0.380 2.821
O 0.789 0.566 2.390
C -0.109 0.988 3.339
C 0.244 1.258 4.647
C -0.722 1.702 5.541
Br -0.215 2.061 7.332
C -2.025 1.884 5.151
C -2.394 1.610 3.832
C -1.438 1.153 2.914
O -1.767 0.875 1.631
C -3.766 1.782 3.372
N -4.126 1.551 2.128
C -5.479 1.814 2.045
C -6.360 1.734 0.969
C -7.678 2.067 1.203
C -8.123 2.470 2.470
C -7.262 2.553 3.546
C -5.935 2.218 3.310
N -4.821 2.187 4.128
H 2.201 -0.426 3.553
H 2.547 1.301 3.241
H 2.704 0.107 1.937
H 1.258 1.128 4.994
H -2.754 2.234 5.870
H -2.781 1.098 1.539
H -6.017 1.419 -0.007
H -8.392 2.016 0.392
H -9.166 2.722 2.605
H -7.603 2.862 4.525
H -4.811 2.413 5.106
*
```

For the highest occupied orbital energy (spin up / spin down), the calculation gives -9.43 / -9.43 eV. Its HOMO-LUMO gap (spin up / spin down) is 5.74 / 5.73 eV.

---

B) Density functional theory data (ωB97M-V with the def2-TZVPD basis set) for a molecular structure, C39H33BrLaN10O2S.

The geometry in ORCA input format:
```
! RIJCOSX wB97M-V def2-TZVPD def2/J DEFGRID3
* xyz 1 1
La -0.555 0.129 0.285
C -3.559 5.008 1.635
C -4.306 3.983 1.064
C -3.687 3.035 0.264
C -2.315 3.101 0.024
C -1.573 4.127 0.590
C -2.196 5.076 1.392
N -1.692 2.071 -0.745
C -1.887 2.064 -2.065
C -2.391 3.192 -2.799
C -2.538 3.139 -4.146
C -2.212 1.974 -4.904
C -1.753 0.877 -4.258
C -1.587 0.889 -2.842
N -1.217 -0.229 -2.143
N -1.146 -1.328 -2.783
C -0.771 -2.456 -2.019
C -0.790 -3.674 -2.698
C -0.439 -4.821 -2.020
C -0.075 -4.736 -0.679
C -0.083 -3.493 -0.083
N -0.419 -2.370 -0.730
H -4.040 5.751 2.258
H -5.373 3.927 1.238
H -4.264 2.235 -0.188
H -0.507 4.167 0.406
H -1.606 5.874 1.825
H -2.637 4.090 -2.251
H -2.905 4.016 -4.665
H -2.330 1.979 -5.978
H -1.500 -0.024 -4.799
H -1.078 -3.682 -3.740
H -0.445 -5.775 -2.529
H 0.214 -5.608 -0.110
H 0.193 -3.373 0.958
C -3.340 1.457 4.044
C -2.654 0.791 2.895
N -1.471 1.098 2.479
N -0.847 2.082 3.200
C 0.342 2.467 2.773
N 0.889 3.448 3.521
S 1.317 1.938 1.429
C -3.368 -0.335 2.217
C -4.602 -0.769 2.687
C -5.242 -1.821 2.052
C -4.641 -2.425 0.963
C -3.406 -1.952 0.561
N -2.779 -0.942 1.169
H -2.761 2.300 4.396
H -4.326 1.808 3.732
H -3.485 0.754 4.868
H 0.386 3.798 4.318
H 1.793 3.811 3.287
H -5.061 -0.286 3.535
H -6.205 -2.161 2.409
H -5.107 -3.244 0.435
H -2.894 -2.395 -0.284
C 0.268 -1.545 3.497
O 0.825 -1.309 2.199
C 2.160 -1.595 2.034
C 2.942 -2.146 3.029
C 4.282 -2.423 2.771
Br 5.336 -3.177 4.135
C 4.835 -2.157 1.543
C 4.049 -1.594 0.534
C 2.705 -1.304 0.778
O 1.910 -0.743 -0.161
C 4.605 -1.289 -0.791
N 3.876 -0.802 -1.770
C 4.736 -0.649 -2.852
C 4.490 -0.174 -4.138
C 5.555 -0.129 -5.013
C 6.841 -0.546 -4.624
C 7.096 -1.019 -3.353
C 6.013 -1.060 -2.481
N 5.900 -1.466 -1.157
H 0.774 -0.925 4.238
H 0.349 -2.601 3.758
H -0.776 -1.256 3.437
H 2.538 -2.359 4.007
H 5.877 -2.390 1.371
H 2.468 -0.643 -1.019
H 3.500 0.148 -4.432
H 5.403 0.237 -6.019
H 7.650 -0.493 -5.339
H 8.087 -1.338 -3.059
H 6.640 -1.810 -0.572
*
```

For the highest occupied orbital energy (spin up / spin down), the calculation gives -9.43 / -9.43 eV. Its HOMO-LUMO gap (spin up / spin down) is 5.91 / 5.92 eV.

---

Relative energy of each structure, in kJ/mol: A) 27.2; B) 0.0.